This record from OMol25 describes a structure of composition C50H38ClF3InNO4S7Sb2. The level of theory is ωB97M-V with the def2-TZVPD basis set.

For the LUMO energy, the calculation gives 3.56 eV. Its highest occupied orbital energy is -2.13 eV. Its energy relative to the best compared isomer or geometry (same formula, charge and spin) is 15.8 kcal per mole. The calculation puts the HOMO-LUMO gap at 5.698 eV. The calculation puts the energy at -6501.83813 Eh. For the largest force on an atom, the calculation gives 0.6 eV/Å.

Structure (ORCA input):
```
! RIJCOSX wB97M-V def2-TZVPD def2/J DEFGRID3
* xyz -2 1
In -1.083 1.374 -0.721
S -4.768 4.018 4.774
C -4.013 3.170 3.573
S -2.396 2.570 3.695
C -2.347 1.687 2.182
C -3.459 1.773 1.413
S -3.680 0.996 -0.103
S -4.736 2.794 2.052
S -0.930 0.762 1.802
C 2.557 -2.934 2.606
C 2.159 -4.163 1.777
C 0.679 -4.328 1.397
Sb -0.235 -2.881 0.015
C 0.277 -4.015 -1.773
C 1.506 -4.641 -1.953
C 1.803 -5.311 -3.135
C 0.868 -5.368 -4.156
C -0.362 -4.742 -3.994
C -0.649 -4.070 -2.815
C -2.147 -3.914 0.201
C -3.218 -3.231 0.773
C -4.459 -3.842 0.908
C -4.644 -5.146 0.471
C -3.583 -5.834 -0.103
C -2.344 -5.222 -0.233
Sb 2.679 -1.013 1.544
C 3.700 0.030 3.159
C 3.640 1.422 3.116
C 4.235 2.190 4.108
C 4.891 1.573 5.164
C 4.955 0.187 5.219
C 4.363 -0.576 4.221
C 4.506 -1.658 0.572
C 5.771 -1.231 0.971
C 6.909 -1.695 0.325
C 6.799 -2.597 -0.724
C 5.544 -3.001 -1.152
C 4.408 -2.522 -0.515
H 3.556 -3.106 3.009
H 1.873 -2.803 3.451
H 2.433 -5.053 2.360
H 2.797 -4.190 0.886
H 0.073 -4.280 2.306
H 0.534 -5.320 0.961
H 2.251 -4.621 -1.166
H 2.763 -5.803 -3.244
H 1.090 -5.898 -5.075
H -1.109 -4.794 -4.778
H -1.607 -3.581 -2.696
H -3.089 -2.202 1.096
H -5.285 -3.293 1.343
H -5.612 -5.622 0.570
H -3.724 -6.847 -0.462
H -1.527 -5.770 -0.689
H 3.118 1.908 2.297
H 4.182 3.270 4.059
H 5.348 2.170 5.944
H 5.466 -0.300 6.041
H 4.430 -1.656 4.277
H 5.867 -0.527 1.788
H 7.886 -1.350 0.642
H 7.689 -2.968 -1.218
H 5.446 -3.682 -1.990
H 3.430 -2.814 -0.887
F 4.095 3.237 -3.123
C 4.245 2.083 -2.413
F 5.421 1.548 -2.855
F 4.455 2.435 -1.142
C 3.108 1.138 -2.645
C 3.217 0.270 -3.718
C 2.180 -0.601 -4.013
C 1.059 -0.555 -3.200
N 0.927 0.285 -2.188
C 1.907 1.163 -1.887
S 1.528 2.284 -0.668
H 4.116 0.277 -4.320
H 2.228 -1.289 -4.845
H 0.223 -1.220 -3.374
O -1.366 5.577 -7.212
C -2.348 5.856 -6.308
O -3.270 6.544 -6.667
C -2.182 5.301 -4.953
C -1.239 4.323 -4.617
C -1.113 3.861 -3.326
C -1.927 4.368 -2.300
S -1.752 3.902 -0.641
C -2.886 5.339 -2.640
C -3.014 5.784 -3.936
H -0.679 5.052 -6.791
H -0.587 3.883 -5.368
H -0.378 3.105 -3.087
H -3.523 5.730 -1.858
H -3.757 6.527 -4.196
Cl -6.380 -3.357 -5.550
C -5.102 -2.523 -4.710
C -4.392 -1.529 -5.365
C -3.413 -0.831 -4.676
C -3.130 -1.146 -3.354
C -3.840 -2.161 -2.721
C -4.835 -2.853 -3.392
C -2.135 -0.350 -2.548
O -1.846 0.814 -2.923
O -1.683 -0.873 -1.496
H -4.618 -1.300 -6.398
H -2.870 -0.027 -5.155
H -3.611 -2.387 -1.690
H -5.401 -3.626 -2.890
*
```

Atomic partial charges in e from the Löwdin method, atoms 1 to 4: atom 1 (In): 0.258, atom 2 (S): 0.407, atom 3 (C): -1.536, atom 4 (S): 0.871